Entry 1:
Entry from the Open Molecules 2025 dataset: a molecular structure, C32H46BN10O3PReSiTe at a distorted geometry (ωB97M-V with the def2-TZVPD basis set).

Properties
* <S²>: 3.776
* relative energy (zero: lowest compared OMol25 entry of this formula, charge and spin): 38.9 kcal per mole
* multiplicity: 4
* Kohn-Sham gap (spin up / spin down): 0.2068 / 0.1454 Ha
* LUMO energy (spin up / spin down): -0.54 / -2.18 eV
* highest occupied orbital energy (spin up / spin down): -6.16 / -6.14 eV
* maximum force: 3.93 eV/A

Geometry (Å):
Re: 0.79 0.25 -0.58
C: 1.84 3.59 1.10
C: 0.53 3.41 0.40
C: -0.51 4.36 0.37
C: -1.46 3.84 -0.48
C: -2.75 4.42 -0.93
N: -1.01 2.65 -0.90
N: 0.20 2.37 -0.35
B: -1.40 1.85 -2.16
N: -0.11 1.70 -3.03
N: 1.04 1.23 -2.46
C: 2.05 1.63 -3.23
C: 3.49 1.50 -2.85
C: 1.55 2.31 -4.34
C: 0.18 2.35 -4.17
C: -0.86 2.99 -5.03
N: -1.88 0.42 -1.87
N: -0.88 -0.51 -1.78
C: -1.41 -1.67 -2.17
C: -0.65 -2.91 -2.46
C: -2.78 -1.50 -2.42
C: -3.03 -0.16 -2.24
C: -4.29 0.61 -2.44
H: 2.00 4.66 1.27
H: 2.67 3.20 0.52
H: 1.84 3.12 2.09
H: -0.54 5.30 0.90
H: -3.05 5.22 -0.25
H: -3.54 3.68 -0.95
H: -2.67 4.85 -1.93
H: -2.24 2.44 -2.78
H: 3.59 1.25 -1.79
H: 3.98 2.45 -3.02
H: 4.01 0.74 -3.44
H: 2.12 2.75 -5.15
H: -0.41 3.32 -5.96
H: -1.30 3.86 -4.54
H: -1.66 2.29 -5.26
H: 0.42 -2.73 -2.44
H: -0.93 -3.26 -3.46
H: -0.88 -3.70 -1.75
H: -3.47 -2.25 -2.75
H: -5.13 -0.07 -2.58
H: -4.23 1.27 -3.31
H: -4.51 1.24 -1.57
N: 2.29 0.66 0.70
C: 2.77 0.62 1.76
C: 3.33 0.64 3.03
C: 3.95 1.82 3.49
N: 4.44 2.80 3.87
C: 3.20 -0.48 3.87
N: 3.08 -1.40 4.57
C: -4.38 0.31 2.65
C: -3.37 1.00 1.76
O: -2.33 1.63 2.53
P: -0.93 0.92 2.74
O: -0.33 0.47 1.47
Te: 0.42 2.46 3.94
O: -1.29 -0.29 3.69
C: -0.19 -1.10 4.21
C: -0.71 -1.93 5.36
H: -5.24 0.00 2.06
H: -4.72 0.99 3.43
H: -3.94 -0.56 3.13
H: -3.84 1.82 1.21
H: -2.93 0.32 1.03
H: 0.62 -0.44 4.54
H: 0.18 -1.73 3.40
H: -1.21 -1.29 6.09
H: 0.12 -2.43 5.85
H: -1.42 -2.68 5.02
C: 3.99 -1.24 -1.23
Si: 2.82 -2.41 -0.36
C: 3.61 -2.84 1.30
C: 2.76 -3.88 -1.56
N: 1.18 -1.73 -0.15
C: 0.27 -2.59 0.51
C: 0.59 -3.92 0.85
C: -0.32 -4.78 1.45
C: -1.61 -4.36 1.72
C: -1.95 -3.06 1.40
C: -1.04 -2.20 0.82
H: 4.93 -1.78 -1.35
H: 4.20 -0.32 -0.68
H: 3.63 -0.99 -2.23
H: 4.18 -3.77 1.24
H: 2.90 -2.94 2.12
H: 4.32 -2.06 1.58
H: 3.68 -4.46 -1.44
H: 2.73 -3.52 -2.59
H: 1.92 -4.57 -1.43
H: 1.57 -4.33 0.65
H: 0.00 -5.79 1.69
H: -2.32 -5.03 2.19
H: -2.95 -2.70 1.62
H: -1.37 -1.19 0.61

Entry 2:
Entry from the Open Molecules 2025 dataset: a molecular structure, C10H17ClINOPSSn at a distorted geometry (ωB97M-V with the def2-TZVPD basis set).

Properties
* relative energy (zero: lowest compared OMol25 entry of this formula, charge and spin): 0.0 kcal per mole
* Kohn-Sham gap (spin up / spin down): 0.2086 / 0.1735 Ha
* total charge: +3
* LUMO energy (spin up / spin down): -13.28 / -13.86 eV
* highest occupied orbital energy (spin up / spin down): -18.95 / -18.58 eV
* maximum force: 4.68 eV/A

Geometry (Å):
C: -2.44 0.47 1.95
I: -1.37 -1.29 1.16
H: -2.08 1.43 1.66
H: -1.84 -0.01 2.82
H: -3.47 0.19 1.65
Sn: 2.01 2.41 0.73
P: -1.71 1.39 -1.03
C: -3.42 0.70 -1.22
C: -2.31 3.13 -1.16
H: -0.20 1.60 -2.84
H: -1.90 1.75 -3.45
H: -1.25 0.12 -2.97
C: -1.22 1.20 -2.78
H: -1.47 3.84 -1.20
H: -2.91 3.21 -2.08
H: -3.87 1.25 -2.05
H: -4.00 0.76 -0.30
H: -2.93 3.38 -0.28
H: -3.27 -0.34 -1.52
C: -3.99 -2.28 3.04
O: -4.77 -1.95 3.78
Cl: 3.71 2.37 -0.91
S: 1.86 -0.08 2.01
C: 2.85 -1.20 1.24
N: 3.97 -0.65 0.66
C: 4.71 -1.41 -0.14
C: 4.62 -2.75 -0.26
C: 3.68 -3.33 0.59
C: 2.79 -2.60 1.37
H: 4.05 0.34 0.69
H: 5.37 -0.84 -0.76
H: 5.25 -3.30 -0.95
H: 3.58 -4.40 0.60
H: 1.98 -3.09 1.95

Entry 3:
Entry from the Open Molecules 2025 dataset: a single C7H10BrF3N2O molecule at a distorted geometry (ωB97M-V with the def2-TZVPD basis set).

Properties
* SMILES: CCCN1NC(=O)C[C@]1(Br)C(F)(F)F
* relative energy (zero: lowest compared OMol25 entry of this formula, charge and spin): 18.6 kcal per mole
* Kohn-Sham gap: 0.3307 Ha
* LUMO energy: 0.41 eV
* highest occupied orbital energy: -8.59 eV
* maximum force: 4.92 eV/A

Geometry (Å):
C: 1.34 -2.23 -1.13
C: 1.72 -1.44 0.06
C: 1.61 0.16 -0.07
N: 0.34 0.82 -0.29
N: -0.48 0.29 -1.32
C: -1.80 0.03 -0.92
O: -2.71 -0.08 -1.69
C: -1.90 0.04 0.62
C: -0.75 0.89 1.12
Br: 0.14 0.43 2.72
C: -1.06 2.42 1.06
F: -2.22 2.67 1.71
F: -0.12 3.18 1.67
F: -1.17 2.89 -0.20
H: 1.45 -3.28 -1.01
H: 0.37 -1.89 -1.45
H: 2.17 -2.08 -1.80
H: 2.65 -1.67 0.58
H: 1.00 -1.70 0.85
H: 2.05 0.67 0.82
H: 2.33 0.29 -0.81
H: -0.35 0.27 -2.28
H: -2.83 0.41 0.94
H: -1.77 -1.09 0.82

Entry 4:
Entry from the Open Molecules 2025 dataset: 10 unconnected molecules or ions with the total composition ClH18O13 at a distorted geometry (ωB97M-V with the def2-TZVPD basis set).

Properties
* relative energy (zero: lowest compared OMol25 entry of this formula, charge and spin): 39.4 kcal per mole
* Kohn-Sham gap: 0.3681 Ha
* total charge: -1
* LUMO energy: 2.88 eV
* highest occupied orbital energy: -7.13 eV
* maximum force: 4.38 eV/A

Geometry (Å):
Cl: 0.68 -0.71 -0.18
O: -0.49 0.16 0.13
O: 1.95 0.08 0.01
O: 0.70 -1.92 0.78
O: 0.55 -1.15 -1.61
O: -2.62 2.28 0.14
H: -1.68 2.08 0.22
H: -3.05 2.40 0.96
O: -3.11 -0.64 -0.26
H: -2.18 -0.91 -0.06
H: -3.48 -1.46 0.08
O: -1.99 -3.17 -1.58
H: -2.54 -2.79 -2.25
H: -1.14 -2.97 -1.95
O: 2.97 2.03 -1.42
H: 2.90 1.24 -0.90
H: 3.42 2.69 -0.93
O: 0.24 1.16 -3.34
H: 0.86 1.83 -3.16
H: 0.64 0.44 -2.86
O: 2.86 1.82 1.78
H: 2.81 1.42 2.63
H: 2.77 1.11 1.13
O: -1.56 -3.35 1.14
H: -2.07 -3.71 0.38
H: -0.76 -3.16 0.76
O: 0.89 -0.78 3.30
H: 1.10 -1.24 2.50
H: 0.32 -0.04 3.14
O: 0.12 2.66 0.67
H: 0.52 2.85 -0.14
H: 0.36 1.73 0.91

Entry 5:
Entry from the Open Molecules 2025 dataset: a molecular structure, C19H19Br2N3O4 at a distorted geometry (ωB97M-V with the def2-TZVPD basis set).

Properties
* relative energy (zero: lowest compared OMol25 entry of this formula, charge and spin): 376.8 kcal per mole
* Kohn-Sham gap: 0.2988 Ha
* LUMO energy: 0.42 eV
* highest occupied orbital energy: -7.71 eV
* maximum force: 19.35 eV/A

Geometry (Å):
O: -1.29 -0.97 -1.78
C: -1.12 0.11 -1.31
N: -1.87 0.53 -0.27
H: -1.86 1.30 0.18
C: -2.91 -0.68 0.23
C: -4.39 -0.04 0.49
C: -5.06 0.29 -0.58
C: -6.27 0.97 -0.84
C: -6.96 1.13 0.39
C: -6.25 0.69 1.66
C: -5.06 0.41 1.66
H: -4.62 0.02 2.46
H: -6.78 0.67 2.50
H: -7.89 1.59 0.55
H: -6.74 1.21 -1.77
H: -4.52 0.26 -1.56
H: -2.87 -1.57 -0.17
H: -2.61 -0.79 1.47
C: -0.26 1.35 -1.85
H: -1.00 1.98 -2.26
H: -0.01 1.78 -1.02
C: 0.68 0.81 -2.49
C: 1.73 0.05 -1.69
O: 2.66 0.46 -1.04
N: 1.36 -1.20 -1.82
N: 1.98 -2.03 -0.50
C: 1.56 -1.89 0.77
O: 0.63 -0.84 1.01
C: 2.41 -2.34 1.93
H: 2.32 -1.89 2.87
O: 3.85 -2.01 1.38
C: 4.23 -0.88 1.04
C: 3.73 0.35 1.71
C: 4.20 1.42 1.34
C: 5.27 1.56 0.50
C: 5.92 0.69 0.00
C: 5.37 -0.73 0.13
Br: 6.05 -2.30 -0.18
H: 6.69 0.60 -0.70
Br: 5.88 3.46 0.13
H: 3.85 2.36 1.92
H: 2.71 0.33 2.59
H: 2.25 -3.42 1.91
H: 2.73 -2.67 -0.63
H: 0.29 -1.55 -1.89
H: 1.50 1.48 -3.10
H: 0.49 -0.04 -3.39

Entry 6:
Entry from the Open Molecules 2025 dataset: a gas-phase ion, C4H6NO2 (charge +1) at a distorted geometry (ωB97M-V with the def2-TZVPD basis set).

Properties
* SMILES: CC(=O)[N+](C)=C=O
* relative energy (zero: lowest compared OMol25 entry of this formula, charge and spin): 29.4 kcal per mole
* Kohn-Sham gap: 0.4100 Ha
* total charge: +1
* LUMO energy: -5.40 eV
* highest occupied orbital energy: -16.55 eV
* maximum force: 4.81 eV/A

Geometry (Å):
C: -0.57 1.84 -0.57
C: -0.65 0.48 0.09
O: -1.60 -0.01 0.57
N: 0.60 -0.42 0.04
C: 0.28 -1.77 -0.37
C: 1.84 -0.04 0.30
O: 2.93 0.21 0.49
H: -1.37 1.87 -1.40
H: -0.76 2.64 0.19
H: 0.34 2.05 -1.03
H: -0.70 -1.90 0.10
H: 0.87 -2.66 -0.13
H: 0.26 -1.69 -1.37

Entry 7:
Entry from the Open Molecules 2025 dataset: a molecular structure, C20H27B2F4GaN7O5 at a distorted geometry (ωB97M-V with the def2-TZVPD basis set).

Properties
* relative energy (zero: lowest compared OMol25 entry of this formula, charge and spin): 19.1 kcal per mole
* Kohn-Sham gap (spin up / spin down): 0.1858 / 0.1876 Ha
* total charge: +3
* LUMO energy (spin up / spin down): -13.40 / -13.35 eV
* highest occupied orbital energy (spin up / spin down): -18.46 / -18.46 eV
* maximum force: 2.45 eV/A

Geometry (Å):
Ga: -1.10 -0.55 0.58
C: -2.43 2.88 -1.63
C: -1.98 1.89 -0.63
N: -1.95 0.64 -0.82
O: -2.34 0.15 -2.02
B: -2.48 -1.31 -2.01
F: -3.11 -1.79 -3.06
F: -2.94 -1.70 -0.76
O: -0.98 -1.93 -2.02
N: -0.42 -1.89 -0.91
C: 0.72 -2.63 -0.76
C: 1.16 -3.63 -1.76
C: 1.42 -2.36 0.44
N: 0.92 -1.29 1.17
O: 1.53 -0.73 2.03
B: -0.38 0.85 3.71
F: -0.90 -0.37 3.59
F: 0.30 1.20 4.75
O: -0.53 1.74 2.65
N: -1.09 1.33 1.48
C: -1.46 2.30 0.72
C: -1.40 3.73 1.09
C: 2.59 -3.10 0.94
H: -2.82 2.39 -2.51
H: -1.60 3.53 -1.93
H: -3.20 3.53 -1.21
H: 0.65 -3.49 -2.71
H: 0.91 -4.64 -1.39
H: 2.24 -3.60 -1.90
H: -0.78 3.91 1.96
H: -2.42 4.08 1.33
H: -1.07 4.34 0.25
H: 2.95 -3.82 0.21
H: 2.34 -3.64 1.86
H: 3.37 -2.38 1.21
N: -5.03 -4.96 4.88
C: -4.43 -4.30 4.16
C: -3.65 -3.46 3.28
C: -4.14 -2.22 2.87
C: -3.33 -1.43 2.09
N: -2.10 -1.82 1.71
C: -1.64 -3.03 2.08
C: -2.39 -3.87 2.86
H: -5.13 -1.89 3.15
H: -3.68 -0.46 1.75
H: -0.65 -3.32 1.76
H: -2.00 -4.84 3.15
O: 0.73 0.55 -0.49
C: 1.77 1.06 -1.01
C: 2.52 2.14 -0.30
C: 2.55 3.48 -1.08
C: 3.62 3.54 -2.16
C: 3.42 2.57 -3.32
C: 3.42 1.10 -2.90
N: 2.19 0.66 -2.20
H: 3.55 1.80 -0.13
H: 2.06 2.28 0.67
H: 2.74 4.26 -0.35
H: 1.56 3.66 -1.52
H: 4.61 3.41 -1.72
H: 3.64 4.56 -2.56
H: 4.23 2.69 -4.04
H: 2.48 2.78 -3.84
H: 4.28 0.92 -2.26
H: 3.52 0.48 -3.78
H: 1.59 0.01 -2.69

Entry 8:
Entry from the Open Molecules 2025 dataset: 2 unconnected molecules or ions with the total composition C6H13NO at a distorted geometry (ωB97M-V with the def2-TZVPD basis set).

Properties
* SMILES: C=C(C)O.C=NCC
* relative energy (zero: lowest compared OMol25 entry of this formula, charge and spin): 63.8 kcal per mole
* Kohn-Sham gap: 0.3546 Ha
* LUMO energy: 0.70 eV
* highest occupied orbital energy: -8.95 eV
* maximum force: 4.34 eV/A

Geometry (Å):
C: 1.49 -1.67 -0.34
C: 0.57 -2.20 0.47
C: 0.74 -2.72 1.88
O: -0.67 -2.49 -0.06
H: 2.45 -1.45 0.12
H: 1.38 -1.40 -1.38
H: 1.82 -2.67 2.19
H: 0.08 -2.23 2.64
H: 0.47 -3.81 1.79
H: -1.32 -2.63 0.64
C: 1.20 2.90 -0.60
N: 0.05 2.54 -1.12
C: -0.81 1.73 -0.28
C: -2.25 2.13 -0.43
H: 1.52 2.66 0.39
H: 1.86 3.61 -1.27
H: -0.68 0.67 -0.58
H: -0.38 1.75 0.78
H: -2.81 1.32 0.03
H: -2.44 3.04 0.16
H: -2.61 2.27 -1.47

Entry 9:
Entry from the Open Molecules 2025 dataset: a gas-phase ion, C3H10NOS (charge +1) at a distorted geometry (ωB97M-V with the def2-TZVPD basis set).

Properties
* SMILES: [NH3+][C@H](CO)CS
* relative energy (zero: lowest compared OMol25 entry of this formula, charge and spin): 27.0 kcal per mole
* Kohn-Sham gap: 0.3618 Ha
* total charge: +1
* LUMO energy: -3.34 eV
* highest occupied orbital energy: -13.19 eV
* maximum force: 3.91 eV/A

Geometry (Å):
N: -0.07 -0.62 1.33
C: 0.21 0.07 0.01
C: -0.64 1.39 -0.02
O: -0.48 1.77 1.38
C: 0.29 -0.76 -1.22
S: 1.44 -2.11 -1.12
H: 0.70 -1.28 1.56
H: -1.02 -0.87 1.16
H: -0.05 0.15 1.95
H: 1.29 0.48 0.05
H: -0.19 2.07 -0.69
H: -1.73 1.19 -0.21
H: -0.53 2.69 1.51
H: 0.70 -0.11 -2.07
H: -0.63 -1.32 -1.53
H: 0.74 -2.75 -2.09

Entry 10:
Entry from the Open Molecules 2025 dataset: a molecular structure, C39H33F6N2O3P2PbSSb at a distorted geometry (ωB97M-V with the def2-TZVPD basis set).

Properties
* <S²>: 1.798
* multiplicity: 2
* Kohn-Sham gap (spin up / spin down): 0.1583 / 0.1582 Ha
* total charge: +3
* LUMO energy (spin up / spin down): -11.97 / -11.97 eV
* highest occupied orbital energy (spin up / spin down): -16.28 / -16.28 eV
* maximum force: 2.08 eV/A

Geometry (Å):
Pb: -1.87 -0.31 -1.37
C: 1.68 -1.63 -0.13
N: 1.41 -1.00 1.13
C: 0.26 -1.46 1.84
P: -1.52 -0.88 1.38
C: -1.99 0.45 2.53
C: -2.60 1.61 2.07
C: -2.97 2.60 2.96
C: -2.76 2.42 4.32
C: -2.17 1.25 4.79
C: -1.80 0.26 3.90
C: -2.50 -2.19 2.16
C: -3.90 -1.88 2.25
C: -4.78 -2.78 2.79
C: -4.30 -3.99 3.30
C: -2.92 -4.30 3.22
C: -2.03 -3.41 2.66
C: 2.21 -0.02 1.65
C: 1.70 0.86 2.65
C: 2.50 1.82 3.20
C: 3.84 1.93 2.81
C: 4.36 1.07 1.84
C: 3.57 0.10 1.27
P: 0.88 -0.95 -1.74
C: 1.97 0.30 -2.47
C: 3.35 0.06 -2.51
C: 4.21 1.02 -3.03
C: 3.69 2.19 -3.57
C: 2.32 2.40 -3.60
C: 1.46 1.46 -3.05
C: 1.20 -2.34 -2.86
C: 1.29 -3.69 -2.46
C: 1.57 -4.66 -3.40
C: 1.73 -4.31 -4.76
C: 1.62 -2.97 -5.17
C: 1.33 -2.00 -4.24
H: 1.31 -2.65 -0.11
H: 2.74 -1.61 -0.37
H: 0.36 -1.27 2.91
H: 0.16 -2.53 1.66
H: -2.81 1.76 1.02
H: -3.45 3.50 2.59
H: -3.09 3.17 5.03
H: -2.01 1.11 5.85
H: -1.36 -0.66 4.28
H: -4.27 -0.95 1.84
H: -5.84 -2.56 2.82
H: -4.98 -4.69 3.77
H: -2.56 -5.25 3.60
H: -0.99 -3.69 2.63
H: 0.66 0.81 2.93
H: 2.10 2.49 3.95
H: 4.48 2.67 3.27
H: 5.41 1.14 1.56
H: 4.03 -0.61 0.61
H: 3.76 -0.87 -2.14
H: 5.27 0.84 -3.03
H: 4.36 2.93 -3.99
H: 1.91 3.29 -4.07
H: 0.39 1.62 -3.10
H: 1.14 -4.00 -1.44
H: 1.66 -5.69 -3.09
H: 1.92 -5.08 -5.49
H: 1.74 -2.71 -6.21
H: 1.21 -0.98 -4.56
F: -0.97 -2.98 -0.37
Sb: -2.38 -4.04 -1.42
F: -0.97 -5.22 -1.73
F: -2.76 -4.88 0.21
F: -1.69 -2.84 -2.77
F: -3.46 -2.54 -0.80
F: -3.70 -4.64 -2.56
O: -2.46 3.30 -3.06
S: -2.38 3.37 -1.64
O: -3.55 3.49 -0.84
N: -1.54 2.00 -1.11
C: -0.37 2.30 -0.57
O: 0.35 1.39 -0.10
C: -0.06 3.74 -0.59
C: 1.10 4.36 -0.16
C: 1.18 5.75 -0.26
C: 0.13 6.49 -0.78
C: -1.04 5.86 -1.23
C: -1.09 4.49 -1.12
H: 1.93 3.77 0.23
H: 2.07 6.26 0.08
H: 0.20 7.57 -0.84
H: -1.85 6.44 -1.64

Entry 11:
Entry from the Open Molecules 2025 dataset: a gas-phase ion, C5H12N (charge +2) at a distorted geometry (ωB97M-V with the def2-TZVPD basis set).

Properties
* <S²>: 0.752
* relative energy (zero: lowest compared OMol25 entry of this formula, charge and spin): 58.5 kcal per mole
* multiplicity: 2
* Kohn-Sham gap (spin up / spin down): 0.4266 / 0.2577 Ha
* total charge: +2
* LUMO energy (spin up / spin down): -8.93 / -13.54 eV
* highest occupied orbital energy (spin up / spin down): -20.54 / -20.55 eV
* maximum force: 6.94 eV/A

Geometry (Å):
C: 1.14 -0.81 1.40
C: -0.07 -0.41 0.66
C: 0.01 0.76 -0.29
C: 0.21 0.20 -1.63
C: -0.31 0.60 -2.77
N: -0.90 -0.16 1.88
H: 1.76 -0.03 1.68
H: 1.10 -1.80 2.00
H: 1.78 -1.27 0.58
H: -0.49 -1.39 0.18
H: 0.72 1.56 -0.08
H: -0.79 1.49 -0.21
H: 1.02 -0.43 -1.58
H: -0.08 0.14 -3.78
H: -1.17 1.22 -2.79
H: -1.84 -0.65 1.83
H: -1.08 0.81 2.03
H: -0.50 -0.59 2.81